The following is a quantum chemistry calculation of a 3-piece molecular cluster, C4H12NS overall, from the Open Molecules 2025 dataset.

Each line ends with the natural charge from an NBO analysis.
Geometry (Å):
C -2.348 1.135 -0.619  -0.66
C -2.458 -0.265 -0.109  -0.13
C -3.512 -1.028 0.101  -0.33
C 0.485 -0.743 0.704  -0.24
S 1.091 0.760 0.185  0.30
N 4.203 -0.502 -0.301  -1.08
H -1.688 1.184 -1.487  0.23
H -1.917 1.737 0.184  0.22
H -3.305 1.572 -0.898  0.25
H -1.533 -0.552 0.456  0.15
H -3.443 -1.987 0.587  0.22
H -4.509 -0.692 -0.167  0.23
H 0.099 -0.761 1.718  0.27
H 1.173 -1.561 0.523  0.23
H 2.414 0.771 0.508  0.23
H 4.501 -1.455 -0.441  0.39
H 3.221 -0.365 -0.358  0.33
H 4.863 0.109 -0.749  0.40

Results
HOMO energy in eV: -13.630
Total charge: +1
Energy above the lowest of the compared OMol25 structures with the same formula, charge and spin in kJ/mol: 573.5
LUMO level in eV: -8.354